(1)
Density functional theory data (wB97M-V/def2-TZVPD) for C16H8Cl6IOSiTi as an isolated structure.

Output
energy relative to the best compared isomer or geometry (same formula, charge and spin) = 4.13 kcal/mol
gap between HOMO and LUMO (alpha / beta) = 6.912 / 6.647 eV
2S+1 = 2
total energy = -4887.70469 Ha
HOMO level (alpha / beta) = -8.182 / -8.392 eV
LUMO energy (alpha / beta) = -1.270 / -1.745 eV

CARTESIAN COORDINATES (ANGSTROEM)
Ti: -1.15118 0.63722 -1.48884
Cl: -3.46931 -5.15667 2.36508
C: -2.82187 -3.98443 1.25534
C: -3.62437 -2.94635 0.81840
C: -3.08519 -2.02397 -0.05732
Cl: -4.07208 -0.73216 -0.64622
C: -1.76492 -2.09777 -0.50607
O: -1.27440 -1.16483 -1.34200
C: -1.00279 -3.17069 -0.06147
Cl: 0.62886 -3.35812 -0.59955
C: -1.51751 -4.10919 0.81923
H: -4.64867 -2.85563 1.14821
H: -0.89609 -4.92684 1.15439
I: 1.77754 -0.42011 -2.58177
C: 2.47895 0.90527 -1.13962
C: 3.78005 1.30440 -1.22195
C: 4.34399 2.06842 -0.17390
C: 3.60446 2.34646 0.93469
C: 2.25324 1.92723 1.03377
C: 1.50531 2.16324 2.21898
C: 0.21863 1.73938 2.32586
C: -0.41851 1.13707 1.20951
C: 0.24611 0.92467 0.02717
C: 1.63784 1.24801 -0.04192
H: 4.38849 1.02050 -2.06966
H: 5.37231 2.39644 -0.24871
H: 4.04167 2.88809 1.76515
H: 1.98873 2.67484 3.04316
H: -0.33648 1.89583 3.24204
H: -1.46663 0.87165 1.31269
Cl: -2.66222 2.82974 -4.62249
Si: -1.41396 1.29453 -4.03271
Cl: 0.00710 2.45809 -2.84363
Cl: -2.64708 2.21568 -0.99585

Forces on the atoms, in the same order (eV/Å):
0.48 0.21 0.80
0.05 0.09 -0.08
-0.07 -0.09 0.09
0.01 -0.03 0.00
-0.19 -0.04 -0.01
-0.06 -0.14 0.07
0.01 0.42 -0.38
-0.56 -0.87 0.38
0.23 -0.26 0.15
-0.09 0.08 0.00
0.03 -0.01 -0.03
0.00 0.00 -0.01
-0.01 0.01 0.00
-0.12 -0.16 -0.19
-0.03 0.12 0.18
0.09 0.10 0.13
-0.02 -0.09 -0.14
-0.07 -0.01 0.07
0.10 0.10 0.17
0.09 0.02 -0.03
-0.14 -0.08 -0.08
0.25 -0.01 0.14
0.27 0.12 -0.23
-0.05 -0.12 -0.11
0.00 0.00 0.00
0.00 -0.01 -0.01
-0.01 0.00 0.00
0.01 -0.01 -0.01
0.00 0.00 -0.01
-0.04 0.06 -0.03
-0.08 -0.09 -0.07
0.23 0.40 -0.29
0.08 0.28 -0.35
-0.38 0.00 -0.13

natural (NBO) atomic charge list, values in e, 4 entries: Ti 1.053; Cl 0.013; C -0.016; C -0.246

---

(2)
Density functional theory data (wB97M-V/def2-TZVPD) for C7H11B4NO8 as an isolated structure.

Output
gap between HOMO and LUMO = 7.992 eV
total energy = -1029.73735 Ha
HOMO level = -9.777 eV
LUMO energy = -1.785 eV

CARTESIAN COORDINATES (ANGSTROEM)
C: -0.48403 -2.66826 3.77660
B: -0.13086 -3.10889 2.33421
O: -1.09832 -3.15342 1.33687
B: -0.65917 -2.44261 0.24273
O: 0.60972 -2.70873 -0.21394
B: 1.47650 -2.57294 0.86903
B: 2.70779 -1.39172 0.87114
N: 2.72932 -0.44797 1.95259
O: 3.66212 -1.33731 -0.13152
O: 1.17231 -3.37919 1.95636
H: -0.28905 -1.59664 3.80862
H: 0.16136 -3.11532 4.51902
H: -1.53386 -2.79928 3.99801
H: -1.32856 -1.59654 -0.23457
H: 3.39094 0.29944 1.75760
H: 1.80784 -0.02740 2.02771
H: 3.24872 -1.00016 -0.95069
C: -1.47055 3.62071 -1.36746
C: -0.93775 2.64902 -0.61769
C: -0.52294 1.32807 -1.20229
O: -0.02815 0.49942 -0.45760
C: -0.73595 1.10037 -2.61882
C: -1.27341 2.07073 -3.37079
C: -1.66535 3.40273 -2.79281
O: -2.12992 4.23250 -3.54831
O: -1.49910 1.94017 -4.66667
O: -0.73288 2.77259 0.68710
H: -1.76895 4.57474 -0.95745
H: -0.44898 0.14046 -3.02427
H: -1.88788 2.78776 -4.96360
H: -0.34096 1.92765 0.98091

Forces on the atoms, in the same order (eV/Å):
-0.02 -0.04 -0.20
-0.25 -1.24 0.39
-0.26 1.02 0.41
-0.54 -0.92 -0.70
0.11 1.16 -0.14
0.59 -0.98 -0.55
-0.13 -0.24 0.36
0.04 0.44 -1.06
-0.02 0.60 -0.61
0.24 0.98 0.44
0.05 0.27 0.06
0.06 -0.16 0.25
-0.21 -0.12 0.20
-0.28 -0.13 -0.29
0.04 0.01 0.23
0.02 -0.20 0.73
0.43 -0.58 0.43
-0.08 0.11 -0.21
-0.10 0.23 0.08
-0.02 -0.27 -0.51
0.15 0.28 0.32
0.10 -0.10 0.18
0.09 -0.27 -0.05
0.02 0.20 0.52
-0.04 -0.05 -0.23
-0.09 0.18 -0.11
0.09 -0.17 0.07
0.01 0.00 0.03
-0.01 0.00 -0.02
0.02 -0.03 0.01
-0.02 0.03 -0.02

natural (NBO) atomic charge list, values in e, 4 entries: C -1.006; B 1.153; O -0.884; B 0.980